Entry 1:
{"formula": "C28H48N4O26", "method": "ωB97M-V/def2-TZVPD", "smiles": "C[C@H]1COC(=O)O1.C[C@H]1COC(=O)O1.C[C@H]1COC(=O)O1.C[C@H]1COC(=O)O1.C[C@H]1COC(=O)O1.C[C@H]1COC(=O)O1.C[N+](=O)[O-].C[N+](=O)[O-].C[N+](=O)[O-].C[N+](=O)[O-]", "homo_ev": -10.42, "mol_weight_g_mol": 856.69, "de_lowest_kj_mol": 0.0, "total_charge": 0, "total_energy_ev": -89001.3329, "species": ["O", "C", "C", "H", "H", "C", "H", "O", "O", "H", "H", "C", "N", "O", "H", "H", "O", "N", "O", "H", "H", "H", "O", "H", "H", "H", "H", "O", "H", "O", "N", "O", "H", "O", "C", "H", "C", "H", "H", "H", "H", "H", "O", "C", "C", "H", "H", "O", "H", "C", "H", "O", "H", "C", "H", "H", "O", "H", "O", "C", "H", "O", "H", "C", "H", "C", "H", "H", "O", "N", "H", "O", "C", "H", "O", "H", "C", "C", "C", "C", "C", "C", "O", "H", "C", "C", "C", "C", "H", "O", "C", "H", "H", "C", "O", "H", "C", "O", "H", "O", "C", "H", "H", "O", "H", "H"], "positions_angstrom": [[2.41921, -1.44657, 2.35094], [5.05558, -0.92607, -2.58803], [4.76993, -1.38411, 1.75347], [-1.41479, 0.97247, 4.39566], [2.78282, -3.12252, -2.43078], [-3.30818, 1.94833, -4.75476], [-0.22346, -2.62878, -2.19428], [-3.57501, 1.00629, -3.82818], [0.75033, -6.27080, -3.35068], [-4.81734, 1.05330, -0.72642], [-3.73739, -0.06693, -1.56472], [4.70656, 0.06013, -3.73130], [-1.07439, -4.23307, 4.45084], [2.26126, 0.65682, -1.39489], [6.60816, 0.39874, -4.57954], [-5.20187, -2.13035, 0.38962], [-1.75330, -4.87542, 5.22109], [-1.14269, 0.14830, 1.29990], [-0.99911, 2.00943, -2.48293], [2.52809, 4.40804, -4.08337], [-3.11270, 1.46407, -1.00691], [-2.42347, -4.17067, 2.86328], [4.00519, -0.75445, -1.63801], [-2.57582, -0.20583, 3.67376], [5.63103, -2.02962, 1.56103], [4.36162, -0.47275, -4.61821], [1.39544, -1.84227, -0.43997], [-3.03113, 2.17033, 5.97848], [2.92776, 3.35467, -2.70812], [2.39054, 5.65468, -1.69111], [-4.82212, -0.95656, 2.07437], [-4.93842, 0.18459, 1.67502], [-3.48598, -1.59699, 0.59826], [-2.77418, 1.73457, -5.79931], [3.22626, 0.28510, -1.98463], [-5.39362, 1.38497, -3.01546], [0.23679, 0.65247, 1.02044], [-5.53167, 0.61356, 4.75418], [1.65890, -2.13866, -3.42034], [5.03206, -1.95304, -2.94274], [0.88169, 1.02064, -4.24795], [4.04475, -3.69342, 3.86407], [0.27547, -4.58671, -1.93500], [-3.45609, 1.33977, 4.87406], [0.95748, -2.84918, -0.40248], [-2.38108, -2.72214, 3.89843], [0.70475, 5.41432, -2.86479], [3.61449, 0.80356, -3.16399], [6.21565, 1.47950, -3.19727], [-4.07461, 2.38113, 6.81390], [-3.73043, 2.01857, 4.06425], [-0.61981, -0.06355, -2.05091], [5.48959, 1.76648, -4.78977], [-3.99466, 0.98434, -1.43357], [-4.87163, 3.70639, -2.70982], [0.56374, 0.06134, 0.17632], [-5.07757, -1.32869, 3.20769], [0.84896, 0.53141, 1.90662], [0.13334, -4.12484, 4.49972], [5.83542, 1.00113, -4.09934], [0.07870, -2.74295, 0.22735], [0.73461, -1.18245, 3.81622], [-0.77363, 1.27981, -4.85642], [-4.01297, 3.08175, -2.93572], [5.04732, -0.58948, 2.44572], [2.31054, 5.58716, -0.34168], [-4.16668, -2.89681, 1.60386], [1.40845, 3.11943, -3.63814], [-1.33017, -1.05104, 1.41786], [-0.61320, 0.89603, -2.79587], [0.09789, 1.70067, 0.78776], [-2.02791, 0.97997, 1.36612], [0.71064, 4.15129, -1.10817], [3.44357, -3.08643, 1.68854], [-3.69686, 3.16265, -4.32846], [-4.50937, -0.35743, 5.77024], [-2.32547, 0.40171, 4.54355], [3.63885, -2.20631, 2.30533], [1.82397, -1.58732, 3.55731], [-4.70860, 0.67021, 5.45887], [0.86722, -5.14364, -3.01412], [1.77880, -3.06187, -2.85534], [2.63281, -2.22621, 4.42238], [-0.21788, -0.38209, -4.37700], [-0.15346, 0.68449, -4.19658], [-1.77943, -3.46689, 3.38566], [1.42174, 4.80791, -2.30892], [3.81718, -2.63094, 3.77469], [6.01649, -0.67331, -2.14351], [1.60058, -4.21287, -3.67970], [-4.35570, 1.61128, -2.75875], [-1.03161, -3.04442, 2.72911], [0.78245, 3.06565, -1.10311], [2.11727, 3.84566, -3.24368], [2.99442, 6.20786, 0.40168], [1.69092, -3.51792, 0.04272], [-4.38227, -1.96862, 1.08361], [-4.08378, 3.18064, 7.68856], [4.68317, -2.13229, 4.22242], [1.35828, 4.70874, 0.03710], [0.64001, -3.18906, -1.83374], [4.52350, -0.93885, 0.79047], [-3.13348, 3.34214, -2.35052], [-5.09249, 1.55559, 6.50733], [-2.26045, -0.30508, 5.37291], [-0.33427, 4.45820, -1.07380]], "atomic_forces_ev_per_a": [[0.00, -0.06, -0.01], [-0.08, 0.22, -0.73], [0.19, 0.04, -0.31], [0.19, -0.24, -0.04], [-0.07, 0.15, 0.24], [0.01, -0.10, 0.20], [0.02, 0.13, 0.12], [0.13, 0.19, -0.05], [-0.01, -0.29, -0.14], [0.02, 0.05, 0.05], [-0.19, -0.04, -0.10], [0.35, 0.06, 0.37], [0.12, 0.28, 0.02], [0.07, 0.05, 0.35], [0.17, 0.22, 0.03], [-0.01, 0.19, -0.08], [-0.05, -0.09, -0.01], [-0.18, 0.47, 0.11], [0.31, -0.16, -0.11], [0.10, -0.10, 0.00], [-0.07, 0.00, 0.07], [-0.03, 0.00, 0.07], [0.01, 0.11, 0.29], [0.14, 0.23, -0.20], [0.04, 0.03, 0.25], [-0.25, 0.06, 0.06], [0.11, -0.12, 0.21], [-0.19, 0.10, 0.01], [-0.04, -0.20, -0.08], [-0.04, 0.20, 0.02], [-0.30, 0.20, 0.02], [-0.02, -0.24, 0.19], [-0.12, 0.14, -0.06], [0.02, 0.00, -0.09], [-0.23, -0.20, -0.78], [-0.05, 0.24, 0.03], [-0.65, -0.04, -0.03], [0.02, 0.11, -0.08], [0.14, -0.12, -0.25], [0.16, -0.08, 0.16], [0.01, -0.01, 0.11], [-0.64, -0.10, 0.16], [0.37, -0.05, -0.14], [-0.22, 0.04, 0.37], [0.33, 1.07, -0.34], [0.03, 0.12, -0.11], [0.16, 0.19, 0.04], [-0.05, 0.02, -0.09], [0.15, 0.03, -0.06], [0.40, -0.15, -0.29], [0.13, -0.12, -0.16], [0.08, 0.11, -0.04], [0.02, -0.01, -0.07], [0.33, 0.16, 0.03], [0.15, 0.27, -0.06], [0.38, 0.14, 0.04], [0.24, 0.00, -0.30], [-0.05, -0.29, 0.03], [0.09, -0.24, -0.02], [-0.30, -0.37, 0.13], [-0.09, -0.30, -0.03], [0.14, 0.17, -0.04], [-0.08, -0.09, -0.04], [-0.44, -0.49, 0.09], [0.05, -0.02, 0.01], [-0.02, -0.09, -0.12], [-0.06, 0.10, 0.11], [0.01, -0.06, 0.09], [0.16, 0.11, -0.08], [-0.43, -0.01, 0.00], [0.18, 0.02, -0.15], [0.12, -0.28, 0.04], [-0.15, 0.40, -0.13], [0.01, 0.09, -0.11], [0.02, 0.23, -0.07], [0.04, 0.18, 0.59], [-0.74, -0.28, 0.09], [-0.20, -0.20, 0.23], [-0.10, -0.03, 0.12], [-0.06, 0.18, -0.86], [-0.29, 0.44, 0.20], [-0.28, -0.28, 0.38], [-0.30, -0.24, 0.03], [-0.06, 0.03, -0.16], [0.24, -0.04, 0.21], [-0.04, -0.34, -0.03], [-0.31, -0.44, 0.06], [1.24, 0.12, -0.38], [-0.03, -0.13, 0.18], [0.15, 0.17, -0.22], [0.04, -0.64, -0.10], [-0.04, 0.20, 0.08], [0.14, 0.04, 0.09], [0.07, 0.40, -0.01], [0.06, 0.04, 0.08], [-0.05, -0.16, -0.08], [0.19, -0.47, 0.06], [-0.08, 0.16, 0.28], [-0.24, 0.25, 0.06], [0.11, -0.12, -0.05], [-0.30, -0.61, 0.08], [-0.23, 0.00, 0.05], [-0.02, 0.17, 0.03], [-0.15, -0.33, 0.28], [0.52, 0.15, 0.09], [-0.04, -0.22, 0.04]], "lowdin_charge": [0.062, -0.068, -0.015, 0.092, 0.126, -0.590, 0.140, 0.067, 0.175, 0.078, 0.088, -0.296, -0.438, 0.149, 0.096, 0.107, 0.071, -0.385, 0.055, 0.092, 0.065, 0.097, 0.041, 0.050, 0.096, 0.153, 0.072, 0.077, 0.085, 0.085, -0.415, 0.063, 0.071, 0.141, -0.558, 0.157, 0.071, 0.115, 0.125, 0.131, 0.088, 0.137, 0.086, -0.300, -0.003, 0.093, 0.153, 0.064, 0.095, -0.574, 0.156, 0.061, 0.090, -0.021, 0.141, 0.050, 0.060, 0.092, 0.069, -0.016, 0.072, 0.148, 0.082, -0.079, 0.096, -0.564, 0.084, 0.066, 0.020, -0.386, 0.093, 0.060, -0.091, 0.141, 0.077, 0.129, -0.024, -0.305, -0.556, -0.102, -0.566, -0.085, 0.088, 0.102, 0.078, 0.043, -0.302, -0.090, 0.135, 0.061, -0.287, 0.065, 0.095, -0.011, 0.168, 0.091, 0.048, 0.163, 0.132, 0.070, -0.293, 0.065, 0.120, 0.072, 0.097, 0.131]}

***

Entry 2:
{"formula": "C28H48O24", "method": "ωB97M-V/def2-TZVPD", "smiles": "C[C@H]1COC(=O)O1.C[C@H]1COC(=O)O1.C[C@H]1COC(=O)O1.C[C@H]1COC(=O)O1.COC(=O)OC.COC(=O)OC.COC(=O)OC.COC(=O)OC", "homo_ev": -9.55, "mol_weight_g_mol": 768.67, "de_lowest_kj_mol": 637.0, "total_charge": 0, "total_energy_ev": -78947.8073, "species": ["H", "H", "C", "O", "H", "H", "H", "C", "H", "C", "H", "H", "C", "H", "C", "O", "H", "H", "C", "C", "C", "C", "C", "O", "C", "H", "O", "O", "H", "O", "H", "H", "O", "O", "H", "H", "H", "H", "C", "H", "H", "O", "O", "H", "C", "C", "C", "C", "H", "C", "H", "H", "C", "C", "C", "H", "O", "H", "H", "H", "O", "H", "H", "H", "C", "O", "H", "H", "O", "H", "C", "H", "O", "C", "O", "H", "O", "H", "O", "C", "O", "C", "H", "O", "O", "H", "H", "H", "H", "C", "H", "O", "H", "H", "H", "H", "C", "O", "C", "O"], "positions_angstrom": [[0.95900, -4.38106, -2.45269], [5.04584, -3.11372, 2.95100], [0.48398, -2.67330, -0.27655], [-1.91561, 4.46488, -0.11523], [3.51963, -2.63212, -2.11338], [-0.06948, 0.01508, 1.93300], [1.52614, 5.74893, 1.62126], [-3.40090, -1.36256, -0.92033], [5.04533, 2.03760, 0.03042], [0.12202, 2.09299, -1.45590], [2.61973, 0.97960, -0.94463], [-1.71181, 4.57278, -2.16451], [-1.06609, 0.46080, 2.13558], [-1.90434, -2.22136, -4.12579], [-6.75701, -2.06720, 2.16135], [-1.08922, 6.06056, 1.38995], [-3.22006, -2.48338, -0.82876], [0.69013, 2.39030, 1.26437], [3.62977, 4.03186, 1.10528], [-4.98307, -1.41881, 0.75154], [0.14939, 2.71740, 2.14741], [6.42294, -1.34283, 1.94008], [-5.57480, -5.74490, -3.94774], [4.43418, -1.20492, 0.51677], [2.96097, -3.35194, -2.73463], [2.50137, 6.42247, 0.32937], [-0.82550, 2.04084, -2.49963], [-6.26358, -1.20884, 1.12488], [0.11248, 3.82886, 2.14089], [-4.56510, -5.09062, -3.15617], [-1.83924, 2.28180, 1.32109], [-3.14757, 6.01761, 3.19343], [0.95579, -3.74118, 0.32536], [-4.02721, -1.84024, 1.67149], [5.97338, -2.57508, 0.25722], [2.94446, -4.40401, -0.09760], [6.93128, -0.59758, 1.27938], [-3.44677, -1.16369, -1.97354], [4.57901, -3.06117, 1.97572], [-3.81554, 4.48670, 3.68876], [7.14765, -2.07330, 2.30582], [-1.75722, 2.17242, 3.42841], [-0.37568, -1.86338, 0.17127], [3.64301, -4.15583, -2.86039], [3.28415, -1.43099, 1.10851], [1.88640, -4.45323, -0.45919], [-0.95623, 0.77559, -2.90473], [-1.72589, -3.05317, -3.42946], [-5.08082, -6.57987, -4.51559], [2.52120, 6.21723, 1.34807], [-1.77245, 0.04414, 1.41851], [-6.47617, -1.74322, 3.16598], [1.67951, -3.80527, -1.89595], [-3.71398, -4.26854, -3.75930], [5.38208, -2.08585, 1.07260], [0.74705, 2.37971, 2.98366], [2.65542, 3.52348, 0.21477], [-1.13824, -3.66958, -4.00820], [2.42330, 1.56913, -2.53014], [1.73510, -5.53159, -0.40465], [-0.06842, -0.02844, -2.36747], [-6.39146, -6.14763, -3.37204], [-2.09558, 4.70664, 3.59184], [-0.44297, 2.31894, -0.53842], [-1.34766, 5.09735, -1.20283], [-1.86725, 0.32012, -3.58487], [3.95292, 1.45169, 1.17945], [-6.43480, -3.12658, 2.10910], [3.53638, 5.29345, 1.65924], [-5.94748, -5.10958, -4.73492], [4.86936, 2.02421, 1.03592], [-1.22828, -2.61914, -2.58379], [-3.49568, -4.18770, -5.19010], [-1.17900, 1.93059, 2.13046], [-2.88157, -3.62074, -2.94810], [-1.71105, 6.12868, -1.22900], [-1.49486, 0.01512, 3.37818], [5.88082, -0.83741, 2.71062], [-2.51612, 0.96307, 5.22677], [0.76019, 0.65557, -1.47410], [1.00169, -2.61841, -1.47463], [2.20383, 0.73122, -1.89626], [-7.88444, -2.02439, 2.04895], [2.30253, -0.68291, 1.02126], [3.32264, -2.40897, 2.00636], [2.67456, -3.02882, -3.71502], [2.74175, -0.21878, -2.24425], [4.63316, -4.04522, 1.56563], [5.65840, 1.58984, 1.59802], [-2.99160, 4.91424, 3.09216], [0.69959, 0.30975, -0.41937], [-4.69766, -1.08669, -0.48250], [2.66039, 7.18132, 1.89521], [0.87594, 2.89084, -1.50193], [-0.26156, 5.07006, -1.12765], [-2.72843, -0.68203, -0.47794], [-1.98900, 5.02742, 1.02424], [-2.96383, 4.55168, 1.76274], [-1.95652, 1.02743, 4.11981], [4.70898, 3.33577, 1.51073]], "atomic_forces_ev_per_a": [[-0.04, -0.30, -0.48], [-0.33, 0.20, 0.39], [-3.66, 3.00, 1.37], [-1.57, -2.15, -0.04], [-0.47, 0.19, -0.54], [-0.47, 0.51, 0.04], [0.97, 0.82, -0.28], [0.15, -2.27, -1.18], [0.75, -0.01, -2.73], [0.45, -0.29, 1.35], [1.04, 0.28, 0.58], [0.65, 0.60, 1.75], [0.64, -2.06, -1.88], [-0.45, -0.04, 0.35], [-1.43, -0.52, 0.61], [-5.31, -5.86, -1.75], [0.33, 1.73, 0.42], [0.33, 0.25, -0.19], [-5.42, -1.03, -3.95], [4.83, -1.70, 6.03], [-0.16, -0.46, -0.85], [-0.20, 0.30, -2.10], [1.29, -1.04, -1.98], [0.47, -0.27, -0.61], [-1.41, -0.54, 2.24], [0.04, 0.30, -1.93], [-0.04, 0.46, -0.90], [1.35, -0.72, -1.20], [-0.42, -0.79, 0.03], [0.29, 1.36, 0.18], [0.03, -0.02, 0.56], [0.21, -0.69, -0.32], [0.22, -1.28, 2.05], [-5.53, 2.09, -5.48], [-0.93, 0.18, 0.44], [-0.72, 0.86, -0.03], [-0.19, -0.51, 0.73], [0.12, 0.24, -0.57], [1.29, 1.29, -0.86], [0.26, -0.47, -1.05], [-0.09, 0.23, 0.16], [-1.08, 0.50, 0.49], [3.49, -3.31, -1.53], [0.43, -1.12, -0.14], [-3.89, 3.37, 1.16], [1.35, -0.21, -1.39], [-3.07, -1.48, -1.19], [0.03, 3.20, -0.80], [-0.38, 0.60, 0.72], [-2.45, -0.54, 1.54], [0.20, -0.25, -0.19], [0.07, 0.36, -0.28], [1.53, 0.45, 1.10], [2.50, 0.02, -8.15], [2.82, -0.98, 0.51], [0.06, -0.03, 0.39], [5.99, 2.98, 5.24], [1.30, -2.07, -0.85], [-0.02, 0.20, -0.74], [-0.79, 0.13, -0.18], [0.45, -0.90, 0.22], [0.18, 0.24, 0.78], [1.38, -0.52, 0.52], [0.16, -0.38, -0.20], [0.19, 0.61, -2.61], [1.55, 1.52, 0.63], [-0.05, -0.01, 0.15], [0.05, 0.72, -0.55], [2.46, -3.34, -0.21], [-0.11, 0.58, 0.03], [-1.79, -0.68, 1.52], [0.36, -0.05, 0.42], [-1.85, -0.63, 8.58], [0.98, 2.40, 0.98], [-3.16, -2.26, 0.60], [0.32, -0.05, -0.06], [-0.41, -0.56, 2.16], [0.00, 0.35, 0.82], [2.00, 0.10, -3.39], [0.34, 1.70, 1.20], [0.15, 1.43, -2.16], [0.81, -1.38, 0.25], [1.39, -0.01, 0.17], [2.37, -2.05, -0.34], [-0.19, -1.33, 0.17], [-0.16, 0.64, -0.29], [-1.21, 1.20, 0.38], [-0.94, -0.81, -0.36], [0.75, -0.21, 0.39], [-1.49, 2.76, 2.31], [-0.18, -0.66, -1.07], [-2.46, 0.10, 1.31], [0.28, -1.18, -0.14], [-0.26, -0.18, -0.71], [-0.01, 0.11, -0.12], [1.13, 0.17, 0.78], [5.04, 6.65, 3.10], [0.34, -0.80, -1.70], [-1.64, 0.13, 2.07], [-1.69, 2.90, 0.27]], "lowdin_charge": [0.137, 0.131, -0.548, 0.004, 0.076, 0.133, 0.095, -0.044, 0.076, -0.087, 0.043, 0.133, -0.130, 0.108, -0.061, -0.071, 0.130, 0.050, -0.322, -0.435, 0.006, -0.022, -0.030, 0.099, 0.017, 0.067, 0.083, -0.016, 0.082, 0.008, 0.141, 0.114, 0.094, -0.041, 0.163, 0.121, 0.098, 0.085, -0.079, 0.115, 0.093, 0.055, 0.099, 0.060, -0.548, -0.063, -0.555, -0.067, 0.113, -0.047, 0.115, 0.090, -0.208, -0.370, -0.306, 0.097, -0.071, 0.075, 0.082, 0.131, 0.101, 0.087, 0.073, 0.105, -0.046, 0.114, 0.089, 0.100, -0.025, 0.087, -0.038, 0.080, -0.093, -0.288, -0.012, 0.106, 0.099, 0.083, 0.101, -0.302, 0.046, -0.010, 0.109, 0.120, 0.104, 0.077, 0.106, 0.114, 0.082, -0.071, 0.122, 0.025, 0.115, 0.119, 0.095, 0.069, -0.486, 0.033, -0.500, 0.014]}

***

Number 1: orbital gap 9.80 eV, LUMO level -0.0226 hartree. Number 2: orbital gap 9.43 eV, LUMO level -0.0044 hartree.